[1]
Computed, not measured: C18H48F4O9S7Tl as an isolated structure in a non-equilibrium geometry, with ωB97M-V/def2-TZVPD.

ORCA input file:
```
! RIJCOSX wB97M-V def2-TZVPD def2/J DEFGRID3
* xyz 1 1
C 3.4282 -4.1768 5.0072
H -3.9884 4.4316 -4.2528
H 3.5335 -5.0543 5.6452
H 8.1517 2.8506 2.8402
H 2.9325 1.7320 7.6793
H -4.4311 0.1661 -4.2747
C 5.9836 -3.9990 4.1635
H -2.9768 -3.7283 5.5611
H 6.1316 4.1787 1.2267
S 1.4478 4.6353 -3.8552
H 0.0740 0.4494 -8.5956
C -5.0468 4.3249 -4.0152
H 3.1706 4.3191 -5.5304
H 6.5256 -3.3986 3.4329
H -0.7232 -6.6735 0.7599
C -5.1978 -1.7227 3.3301
H 6.5628 -4.8899 4.4064
O 2.1911 3.7730 -2.8782
H -0.5439 2.9091 7.7764
O -2.6854 -2.5301 2.9862
H -5.5801 4.1483 -4.9493
S 6.2947 1.8332 1.8602
C -0.2876 0.1848 -7.6019
F -1.1100 3.6815 1.4387
S -0.8276 -6.3151 -1.6759
H 3.5638 5.6560 -4.3738
H 2.6474 2.5115 6.1137
C 7.3028 2.3915 3.3469
H 6.0717 3.0592 -0.2321
H -1.3265 -0.1391 -7.6642
H 0.3202 -2.0060 -8.5887
H -5.4674 -1.5983 2.2813
H -2.8404 -5.4420 -2.5695
H -3.6309 -2.1169 5.6501
H -1.5684 2.2174 6.5769
H 2.3609 -4.0454 4.8293
H 0.7881 6.9255 -3.8123
F -7.0605 0.4553 -4.4661
C 0.3913 -2.2661 -7.5326
H -4.6203 -0.8174 3.5172
H 1.1358 -3.0609 -7.4859
H -0.1653 -8.1237 -0.1401
H -0.6439 -2.5646 -7.3671
C -2.6479 -6.2890 -1.9110
S 0.9611 -0.7366 -6.7078
O -4.1435 0.7335 -2.1973
C -0.5362 2.5162 6.7597
H -3.1718 -6.1369 -0.9674
H -0.3465 1.2139 -7.2477
C -6.3059 0.1791 -3.4311
H -4.6589 3.2924 -2.2804
H 0.0803 6.0752 -2.3791
C 6.4850 3.2613 0.7561
C -5.2931 3.1142 -3.1489
S 4.3671 -4.3952 3.4283
Tl 0.6689 -0.1065 0.0567
F -6.2287 -1.1531 -3.5363
H 1.9083 3.1450 7.7043
S 0.7297 1.2336 6.6729
H -1.8572 -7.7745 0.0976
O -0.3754 -4.9769 -1.1729
H 7.3875 1.5816 4.0714
C 2.2111 2.2975 7.0894
O 0.4588 -0.7771 -5.2822
H 6.7210 3.1763 3.8303
H 2.2352 5.8621 -5.6280
C -0.8919 -7.3118 -0.1075
H -6.3693 3.1216 -2.9759
O 0.7746 0.7451 5.2329
C 2.7938 5.1833 -4.9834
H 1.8264 6.5065 -2.4138
H 7.5675 3.3800 0.7082
S -4.0001 -3.1264 3.5246
O 4.7975 1.9689 2.1841
H -3.0675 -7.1672 -2.4017
H -6.0759 -1.9910 3.9176
C -4.8482 0.7214 -3.4347
H -4.6873 -3.6239 5.8415
O 3.9308 -3.2382 2.5610
H 3.8288 -3.3584 5.6053
C -3.8599 -3.1331 5.3291
H -0.4221 3.2156 5.9315
O -4.8081 2.0704 -3.9637
F -7.0199 0.5065 -2.2702
H 5.9276 -3.4490 5.1029
H -5.2944 5.2668 -3.5257
C 0.9608 6.2116 -3.0070
*
```

Values from the calculation:
- HOMO-LUMO gap (eV) = 1.672
- molar mass (g mol⁻¹) = 913.4
- E_HOMO (eV) = -10.3135

---

[2]
Computed, not measured: C25H27HgN3O5S as an isolated structure in a non-equilibrium geometry, with ωB97M-V/def2-TZVPD.

ORCA input file:
```
! RIJCOSX wB97M-V def2-TZVPD def2/J DEFGRID3
* xyz -1 2
H -4.3011 4.7192 -2.4716
C -1.4458 -4.4064 0.2507
C 1.9458 2.3149 -2.4974
H 0.5215 -5.2585 0.2599
H 1.0203 -3.4016 -1.9315
O 2.5197 2.2935 -4.7752
H 4.4685 -1.5221 0.8674
C -1.4100 -0.5817 3.3919
H -5.7060 2.8223 -1.5148
H 1.3089 3.2079 -2.7017
C 0.5950 -2.2201 4.2675
O -0.3399 -0.7796 -1.1152
H -0.6955 -2.6596 5.9286
H -1.4143 -2.4092 1.0780
C -2.6092 2.6255 2.0658
N -2.3505 3.9026 0.1251
H 1.2084 -2.9396 -0.2153
C 3.0172 0.1830 0.4120
C 2.7347 1.7586 -3.5302
H 3.9931 1.4807 -5.9575
H 5.1689 0.0385 0.3720
H -2.8859 -2.8026 0.0080
C 0.6676 -1.5367 3.0744
H 4.2829 0.3512 -4.0645
H 1.5937 -1.5555 2.5195
O 1.0349 2.1186 -0.3767
C 3.6354 0.6935 -3.3060
H 4.7098 -0.2739 -1.7772
Hg -0.3750 0.8911 0.7290
C -4.7363 3.1360 -1.1186
H -2.2075 -5.0301 -0.2348
C -1.5943 -1.2131 4.6049
H -0.1844 -5.2600 -1.4082
N -2.1281 1.2782 1.9801
C 1.9196 1.7151 -1.2504
C -1.8004 -2.9313 0.2390
H -4.9183 1.7611 0.5597
H 4.4550 -0.1683 1.9980
C -4.3235 2.5398 0.0501
C -2.7396 4.4991 -1.0017
H -2.0418 5.2652 -1.3981
C 3.8421 0.3540 -1.9419
O 2.0049 0.0425 1.1407
H 2.5613 1.9620 -6.8242
H 1.4305 -2.8351 4.6123
H -1.4075 -4.7681 1.3479
C -3.1585 3.0452 0.7210
H -3.4142 2.5668 2.8355
N -0.3109 -0.7336 2.6452
C 2.9804 0.7483 -0.9559
H 2.5550 0.4369 -5.8234
C 2.9045 1.5040 -5.8638
C 4.3311 -0.3840 0.9046
O -3.4064 0.5759 3.7691
S -0.8691 -2.1803 -1.2285
H -1.7710 3.3118 2.4026
C -0.5682 -2.1020 5.0232
C -3.9213 4.1474 -1.6726
C 0.5423 -3.3377 -0.9653
C -2.3948 0.4855 3.0408
C -0.0819 -4.6400 -0.4792
H -2.4416 -0.8456 5.1773
*
```

Values from the calculation:
- HOMO-LUMO gap (alpha / beta) (eV) = 2.973 / 7.029
- molar mass (g mol⁻¹) = 682.2
- E_HOMO (alpha / beta) (eV) = -0.7125 / -4.7779

---

[3]
Computed, not measured: C3H4LiO3Tl as an isolated structure in a non-equilibrium geometry, with ωB97M-V/def2-TZVPD.

ORCA input file:
```
! RIJCOSX wB97M-V def2-TZVPD def2/J DEFGRID3
* xyz 1 2
C -1.0989 0.6143 0.3934
Li 2.8926 0.2663 1.3211
Tl 0.0944 -1.4246 0.8138
O -1.5184 -0.2706 -0.6197
H 0.3039 2.0001 1.1913
C 0.3016 1.1710 0.4581
H 0.1671 -2.5817 -1.7370
O 1.2056 0.1663 0.8766
O -0.2701 -2.0549 -1.0662
C -0.8090 -0.7972 -1.7164
H -1.9049 1.3257 0.6015
H 0.6362 1.5853 -0.5165
*
```

Values from the calculation:
- HOMO-LUMO gap (alpha / beta) (eV) = 6.713 / 6.702
- molar mass (g mol⁻¹) = 299.4
- E_HOMO (alpha / beta) (eV) = -11.4773 / -11.5982

---

[4]
Computed, not measured: C35H50N7O4STl as an isolated structure, with ωB97M-V/def2-TZVPD.

ORCA input file:
```
! RIJCOSX wB97M-V def2-TZVPD def2/J DEFGRID3
* xyz 2 1
H -1.1369 2.4843 4.4631
C 1.6064 0.4812 4.4370
H 1.0172 -1.2420 -5.2908
C -3.3245 4.4243 -1.9511
C 2.2072 -3.9348 -0.0128
H -3.1727 -1.6751 3.9690
H 3.4673 1.0854 3.5492
H 3.4324 1.1764 5.3004
H -4.2344 -2.8597 -2.6942
C -2.5576 -2.5066 -1.4225
H -2.2847 1.3892 -0.1288
H 3.5719 -0.3998 4.5173
H -0.8045 6.0496 -1.4578
N 3.7460 0.5013 -1.8629
C 0.0328 4.2391 0.6003
H -1.8464 -2.9949 -2.0770
C 0.3361 -5.3900 -0.5821
H -0.9028 -1.7888 4.6349
H 1.3116 2.6075 4.3901
H 1.6960 -1.9469 0.5785
C 4.3816 -0.2140 -0.8665
C -3.1282 1.1618 5.9672
C 0.8222 1.6400 4.4033
H 2.0806 2.6597 -2.4737
C -2.7304 0.3154 4.7469
C 2.5870 0.9385 -1.3249
S 3.0409 -1.8252 -4.1609
C 1.2512 -1.8813 -4.4398
H -0.2043 -3.4161 -4.8885
C 1.7153 -5.1697 -0.4532
H 4.0589 -0.0344 -5.2525
H -0.7852 4.7158 -2.6264
H -5.0087 -0.4698 0.7808
C -4.7636 -1.6603 -0.9950
C -3.8776 -2.3869 -1.7894
H 1.1404 -3.9531 -3.8569
C 0.9478 -0.7427 4.4886
H -5.8030 -1.5757 -1.2827
H -2.8757 5.2494 -1.4093
H -2.6376 -0.6652 1.4557
H -0.0321 5.2677 0.9599
H -1.6139 -4.5723 -0.3325
C 3.5897 -0.1529 0.2368
O 3.6975 -2.5421 -5.2074
H -0.3560 3.5675 1.3602
C -2.9935 -1.1114 0.5343
C 3.1046 0.5806 4.4477
C 3.4369 -0.0434 -4.3591
C -0.4095 5.0517 -1.6640
H 2.4801 0.4268 -4.5861
O 6.3849 -0.6793 -1.8683
C -2.0927 -1.9027 -0.2248
Tl 0.1886 0.4789 1.4389
C 1.5944 1.7820 -2.0437
H -4.3805 -1.0230 5.0808
H 3.2720 -3.7872 0.1074
C -1.2242 0.3377 4.5639
H 1.0894 4.0075 0.4271
H 1.5296 -1.6562 4.5360
C -0.5497 -4.3790 -0.3296
N -2.5430 3.2026 -1.7860
N -1.4892 2.0070 -0.0365
C 0.8665 -3.3289 -4.7058
H 0.6777 5.1407 -1.7214
N -0.7501 4.1083 -0.6136
H -2.8555 -1.6219 5.7166
H -2.5791 1.1614 -2.2505
H -2.8743 2.2118 5.8356
H -3.6054 2.2040 -3.2520
H -0.0282 -6.3697 -0.8594
N 5.6185 -0.9393 -0.9597
C -0.5602 1.5674 4.4587
C -4.3125 -1.0209 0.1626
H 5.2385 0.4184 -3.2693
H -4.3381 4.2726 -1.5668
H 3.7830 -0.5822 1.2062
H 0.8054 -1.4888 -3.5233
H 4.1171 1.7664 -3.4575
N 2.4670 0.5566 -0.0594
O 3.2422 -2.2452 -2.7931
H 0.8321 2.1036 -1.3386
H 1.4006 -3.6979 -5.5796
H -3.1811 0.7901 3.8641
H -4.1214 1.7934 -1.6111
H -2.6242 0.7944 6.8619
C -0.4409 -0.8140 4.5512
C -3.3119 -1.0898 4.8811
N -0.8312 -2.0145 0.2382
H 2.4050 -5.9758 -0.6683
H -4.2045 1.0954 6.1243
C -3.2493 2.0207 -2.2383
H -3.4039 4.6849 -3.0075
O 5.8045 -1.7610 -0.0862
C 1.3377 -2.9151 0.2576
H 1.1082 1.2337 -2.8533
C -0.0666 -3.0795 0.0376
C 4.1934 0.6998 -3.2428
C -1.6148 3.0745 -0.7760
*
```

Values from the calculation:
- HOMO-LUMO gap (eV) = 4.580
- molar mass (g mol⁻¹) = 869.3
- E_HOMO (eV) = -13.4031

---

What is the molar mass in the second record?
682.2 g mol⁻¹

---

Which value of molar mass does entry 4 give?
869.3 g mol⁻¹

---

Among the records above, which one has the highest molar mass?
C18H48F4O9S7Tl

---

Look up the molar mass of the fourth one.
869.3 g mol⁻¹